The following is a quantum chemistry calculation of one molecule with the formula C11H16O2S in a non-equilibrium geometry, from OMol25.

Last column: natural (NBO) charge in e.
Atoms and positions in Å:
C: 3.4842 -2.7934 -0.3315  -0.142
C: 2.8520 -1.7661 -0.2390  -0.070
C: 2.0542 -0.6708 0.1627  -0.293
C: 0.8089 -0.5109 0.4651  -0.008
C: -1.0720 -0.2249 2.0709  -0.661
C: -2.7955 -0.5765 -0.2878  -0.602
C: -1.7344 1.5908 -0.3660  -0.608
C: -0.7898 -0.0872 -1.8847  -0.607
C: 4.5419 0.4919 0.5874  -0.876
C: -0.4387 -0.2851 0.6978  0.036
C: -1.4210 0.0952 -0.4850  -0.035
O: 3.0029 1.0284 -1.5142  -0.927
O: 2.2122 1.8862 0.6427  -0.936
S: 2.9055 0.8372 -0.1231  2.143
H: 4.1811 -3.5914 -0.3220  0.237
H: -0.2027 0.0017 2.6482  0.230
H: -1.7586 0.5769 1.9491  0.229
H: -1.2775 -1.2562 2.2111  0.235
H: -2.7275 -1.5579 -0.6073  0.205
H: -3.5025 -0.0291 -0.8877  0.203
H: -2.9807 -0.6459 0.6807  0.204
H: -2.2104 1.9298 0.6901  0.197
H: -2.5665 1.6842 -1.1191  0.212
H: -0.7837 2.0805 -0.4937  0.230
H: 0.0237 0.4960 -2.0396  0.217
H: -1.4349 0.2952 -2.5565  0.209
H: -0.4071 -1.1564 -2.0044  0.210
H: 4.9537 -0.2058 -0.0931  0.257
H: 4.4298 -0.0657 1.5719  0.245
H: 4.8954 1.4005 0.9797  0.265

* total charge: 0
* multiplicity: 3
* energy relative to the best compared isomer or geometry (same formula, charge and spin): 64.4 kcal per mole
* lowest unoccupied orbital energy (spin up / spin down): 0.7 / -3.3 eV
* expectation value of S²: 2.0204
* electronic energy: -977.0379 Ha
* Kohn-Sham gap (spin up / spin down): 6.21 / 6.02 eV